C4H16N8O4Tl | wB97M-V/def2-TZVPD

Positions of all 33 atoms, in Å:
Tl  -0.4414  -1.0562  0.4067
C  3.3605  -0.1757  0.9235
O  2.3050  -0.5892  0.8120
N  3.9632  0.0734  2.0197
N  4.0439  0.1917  -0.0795
H  3.7741  -0.5274  2.8092
H  4.8078  0.6270  2.0073
H  3.5899  -0.1116  -0.9292
H  5.0321  0.3925  -0.1360
C  1.8376  -3.4804  -1.8897
O  1.5723  -2.7817  -0.9432
N  2.1446  -4.7531  -1.8430
N  1.6028  -3.0204  -3.0559
H  2.4252  -5.2752  -1.0252
H  2.2377  -5.3004  -2.6867
H  0.7793  -2.4683  -2.8632
H  1.7611  -3.4069  -3.9754
C  -2.2010  2.1391  -1.1009
O  -1.8882  1.2895  -0.3635
N  -2.8721  3.2208  -0.7228
N  -2.2926  1.9670  -2.4214
H  -3.2697  3.8136  -1.4373
H  -3.0610  3.4065  0.2519
H  -2.7942  2.5885  -3.0396
H  -2.2677  1.0455  -2.8343
C  -2.6350  1.0463  2.6502
O  -1.8634  0.2247  2.4146
N  -3.7709  1.0214  3.3002
N  -2.4739  2.3385  2.3545
H  -4.2491  1.9009  3.4342
H  -4.2929  0.1610  3.3860
H  -3.2778  2.8890  2.6205
H  -1.5863  2.6097  1.9562

HOMO, eV: -18.5
Gap between HOMO and LUMO, eV: 2.29
Energy above the lowest of the compared OMol25 structures with the same formula, charge and spin, kJ/mol: 373.0
Net charge: +3
DFT total energy, Eh: -1072.3214
Maximum force, eV Å⁻¹: 11.09

These are the Mulliken partial charges, in e, on atoms 1 to 8: 1.132, 0.541, -0.407, -0.303, -0.333, 0.277, 0.240, 0.224

***

C4H16NO2 | wB97M-V/def2-TZVPD

Positions of all 23 atoms, in Å:
C  1.7357  -0.1124  2.1394
C  0.8861  0.4063  1.0330
N  0.7612  -0.7016  -0.0755
C  2.1026  -1.1278  -0.7710
C  -0.5474  0.6939  1.4407
H  1.2496  -0.9117  2.7537
H  2.0139  0.6303  2.8823
H  2.7724  -0.6563  1.8778
H  1.5179  1.1428  0.5194
H  0.1952  -1.4470  0.3212
H  0.3741  -0.1534  -0.7654
H  1.8636  -2.1463  -1.2872
H  2.2968  -0.3839  -1.5598
H  2.8883  -1.1649  -0.0420
H  -0.9990  -0.1943  2.0640
H  -1.0129  1.2475  0.6659
H  -0.7201  1.3205  2.2295
H  -1.6037  0.3825  -1.7456
H  -0.8500  1.2599  -2.7396
O  -0.6543  0.6657  -2.0558
H  -4.0601  -0.3046  -0.6200
H  -4.0530  0.7678  -1.4453
O  -3.3785  0.1296  -1.1484

HOMO, eV: -15.3
Gap between HOMO and LUMO, eV: 12.73
Energy above the lowest of the compared OMol25 structures with the same formula, charge and spin, kJ/mol: 207.1
Net charge: +1
DFT total energy, Eh: -366.9506
Maximum force, eV Å⁻¹: 4.08

These are the Mulliken partial charges, in e, on atoms 1 to 8: -1.269, 0.497, -0.129, -0.715, -1.412, 0.317, 0.390, 0.233

***

C4H16NO2 | wB97M-V/def2-TZVPD

Positions of all 23 atoms, in Å:
C  -1.5494  -1.2219  0.4310
C  -0.8045  0.0071  0.9251
N  -0.0192  0.5562  -0.3041
C  -0.7472  1.3679  -1.2979
C  0.3626  -0.2966  1.9165
H  -0.9907  -2.1480  0.5727
H  -2.3762  -1.5175  1.1026
H  -2.0177  -1.0290  -0.5263
H  -1.4426  0.8275  1.2408
H  0.5668  -0.1745  -0.7197
H  0.6514  1.2106  0.1194
H  -0.0916  2.0124  -1.8814
H  -1.5687  1.9925  -0.9503
H  -1.2008  0.6880  -2.0221
H  1.1740  -0.8683  1.4828
H  0.5369  0.5836  2.5265
H  -0.1413  -0.9799  2.6202
H  2.7583  1.7245  1.2421
H  3.3148  1.7961  -0.1578
O  2.4846  1.8731  0.3164
H  0.6799  -2.6709  -1.8309
H  0.0401  -1.9855  -2.8429
O  0.3807  -1.7474  -1.9629

HOMO, eV: -15.6
Gap between HOMO and LUMO, eV: 12.92
Energy above the lowest of the compared OMol25 structures with the same formula, charge and spin, kJ/mol: 100.6
Net charge: +1
DFT total energy, Eh: -366.9912
Maximum force, eV Å⁻¹: 3.34

These are the Mulliken partial charges, in e, on atoms 1 to 8: -1.210, 0.361, -0.059, -0.926, -1.427, 0.355, 0.415, 0.312

***

C4H16NO3 | wB97M-V/def2-TZVPD

Positions of all 24 atoms, in Å:
C  -1.9322  1.0568  -0.4621
C  -0.4139  0.9379  -0.2192
C  0.4518  0.3909  -1.3661
C  0.1401  -1.0379  -1.8743
O  1.7669  0.1500  -0.8308
N  -0.2915  -0.2340  0.8587
H  -2.2661  2.0656  -0.2538
H  -2.1233  0.9264  -1.5503
H  -2.5745  0.3725  0.0666
H  -0.0140  1.8099  0.3459
H  0.6054  1.1873  -2.1130
H  0.4798  -1.7646  -1.1289
H  -0.9057  -1.3123  -1.9947
H  0.7206  -1.1612  -2.7708
H  2.3056  0.9465  -0.7917
H  0.5556  -0.7849  0.6735
H  -0.1511  0.1011  1.8128
H  -1.1156  -0.8296  0.7385
H  1.3393  2.2553  3.2529
H  2.5616  1.7264  2.6665
O  1.6265  1.7998  2.4426
H  -1.1742  -3.2341  -0.1768
H  -1.7699  -3.0155  1.3685
O  -1.3412  -2.6700  0.5885

HOMO, eV: -14.5
Gap between HOMO and LUMO, eV: 11.79
Energy above the lowest of the compared OMol25 structures with the same formula, charge and spin, kJ/mol: 81.8
Net charge: +1
DFT total energy, Eh: -442.2334
Maximum force, eV Å⁻¹: 2.77

These are the Mulliken partial charges, in e, on atoms 1 to 8: -1.256, 0.355, -0.366, -1.125, -0.554, -0.318, 0.343, 0.324

***

Question: Which of these has the lowest maximum force?
Answer: C4H16NO3

***

Question: Number 4 is which compound?
Answer: C4H16NO3

***

Question: Which value of maximum force does entry 2 give?
Answer: 4.08 eV Å⁻¹